Record 1
# C44H48AsFeN4O5S

C44H48AsFeN4O5S as an isolated structure (ωB97M-V/def2-TZVPD, the OMol25 dataset).

Structure (ORCA input):
```
! RIJCOSX wB97M-V def2-TZVPD def2/J DEFGRID3
* xyz -1 1
Fe 1.763 -1.000 1.029
N 2.816 -2.251 2.310
C 4.292 -2.196 2.281
C 4.805 -2.256 0.850
C 4.652 -0.911 0.167
O 5.629 -0.376 -0.354
O 3.489 -0.368 0.232
H 2.501 -2.114 3.267
H 2.527 -3.195 2.051
H 4.721 -3.017 2.869
H 4.594 -1.256 2.754
H 4.251 -3.009 0.285
H 5.859 -2.532 0.834
C 2.612 2.789 2.805
C 1.623 2.882 3.771
C 0.797 1.794 4.000
C 0.977 0.653 3.238
N 1.937 0.562 2.310
C 2.743 1.603 2.094
C 0.087 -0.528 3.309
C -0.788 -0.751 4.361
C -1.568 -1.893 4.352
C -1.441 -2.785 3.298
C -0.534 -2.498 2.289
N 0.207 -1.392 2.290
H 3.253 3.626 2.572
H 1.475 3.803 4.320
H -0.012 1.856 4.714
H 3.471 1.459 1.308
H -0.850 -0.048 5.180
H -2.259 -2.087 5.161
H -2.024 -3.692 3.252
H -0.382 -3.152 1.444
C 2.015 7.090 0.459
C 1.413 5.712 0.378
C 0.224 5.402 1.020
C -0.333 4.127 0.946
C -1.630 3.889 1.682
C 0.301 3.120 0.199
As -0.506 1.307 0.449
N 0.512 0.011 -0.286
C 0.522 -0.336 -1.639
C -0.627 -0.382 -2.451
C -0.566 -0.719 -3.796
C 0.638 -1.058 -4.395
C 1.780 -1.062 -3.599
C 1.727 -0.713 -2.263
C -2.212 1.535 -0.550
C -3.276 0.752 -0.074
C -3.057 -0.342 0.939
C -4.561 0.940 -0.575
C -4.829 1.891 -1.546
C -6.220 2.095 -2.083
C -3.760 2.623 -2.046
C -2.458 2.448 -1.586
C -1.363 3.194 -2.303
C 1.511 3.419 -0.443
C 2.267 2.416 -1.265
C 2.036 4.704 -0.344
H 1.395 7.754 1.062
H 2.117 7.532 -0.533
H 3.011 7.060 0.905
H -0.288 6.168 1.594
H -1.916 4.778 2.245
H -1.543 3.050 2.375
H -2.445 3.645 0.995
H -1.589 -0.172 -2.021
H -1.486 -0.731 -4.373
H 0.686 -1.326 -5.442
H 2.736 -1.347 -4.023
H 2.631 -0.712 -1.672
H -2.700 0.054 1.893
H -2.297 -1.040 0.582
H -3.981 -0.893 1.114
H -5.369 0.320 -0.198
H -6.947 1.503 -1.525
H -6.283 1.800 -3.132
H -6.518 3.144 -2.021
H -3.936 3.334 -2.847
H -1.695 3.447 -3.310
H -0.468 2.577 -2.388
H -1.082 4.118 -1.793
H 2.387 1.462 -0.756
H 3.259 2.795 -1.514
H 1.743 2.203 -2.202
H 2.972 4.918 -0.852
C -3.066 -6.465 -3.151
C -1.879 -5.872 -2.440
C -1.300 -4.686 -2.884
C -0.199 -4.144 -2.244
C 0.333 -4.796 -1.142
C -0.229 -5.973 -0.679
C -1.331 -6.507 -1.331
S 1.719 -4.056 -0.318
O 1.947 -4.839 0.896
O 2.819 -4.036 -1.252
O 1.196 -2.716 0.028
H -3.512 -5.743 -3.834
H -3.833 -6.782 -2.443
H -2.775 -7.341 -3.734
H -1.720 -4.167 -3.737
H 0.237 -3.218 -2.584
H 0.202 -6.455 0.188
H -1.776 -7.428 -0.970
*
```

Energy in Eh: -6198.56930
Energy relative to the best compared isomer or geometry (same formula, charge and spin) in kcal/mol: 0.0
Orbital gap in eV: 5.81

=====

Record 2
# C3H11N2

A 2-piece molecular cluster, C3H11N2 overall at a distorted geometry (ωB97M-V/def2-TZVPD, the OMol25 dataset).

Structure (ORCA input):
```
! RIJCOSX wB97M-V def2-TZVPD def2/J DEFGRID3
* xyz 1 1
N 3.633 -0.586 -1.599
C 2.777 -0.949 -0.615
C 3.542 -1.117 0.765
N 2.623 -1.182 1.863
C 3.683 -1.257 3.146
H -23.530 7.246 -6.916
H 3.304 -1.059 -2.459
H -22.904 7.554 -7.185
H 2.137 -0.105 -0.234
H 2.174 -1.857 -0.753
H 4.121 -2.042 0.548
H 4.315 -0.344 0.692
H 2.552 -0.311 2.409
H 4.592 -0.681 3.009
H 3.870 -2.315 3.287
H 3.111 -0.995 4.041
*
```

Energy in Eh: -229.87897
Energy relative to the best compared isomer or geometry (same formula, charge and spin) in kcal/mol: 190.4
Orbital gap in eV: 5.94

=====

Record 3
# C28H52P2Pb

C28H52P2Pb as an isolated structure at a distorted geometry (ωB97M-V/def2-TZVPD, the OMol25 dataset).

Structure (ORCA input):
```
! RIJCOSX wB97M-V def2-TZVPD def2/J DEFGRID3
* xyz 2 1
Pb 0.786 -0.533 -1.540
C -0.277 -3.069 3.328
C 1.070 -3.153 2.876
C 0.999 -1.642 4.606
C -0.315 -2.162 4.419
C 1.848 -2.248 3.647
C -1.442 -3.798 2.786
H -1.131 -4.519 2.023
H -2.171 -3.115 2.322
H -1.967 -4.342 3.581
C -1.513 -1.827 5.213
H -2.200 -2.681 5.252
H -2.066 -0.983 4.781
H -1.245 -1.555 6.240
C 1.405 -0.645 5.618
H 0.871 -0.805 6.563
H 1.192 0.388 5.297
H 2.480 -0.709 5.812
C 3.297 -1.989 3.504
H 3.873 -2.441 4.325
H 3.502 -0.910 3.519
H 3.680 -2.397 2.562
C 1.591 -4.067 1.837
H 2.065 -4.957 2.283
H 2.353 -3.569 1.220
H 0.784 -4.419 1.182
C -1.318 0.429 -4.583
C -1.625 -0.875 -4.609
C -0.794 -2.049 -4.994
C 0.691 -1.824 -4.777
C 1.010 -0.970 -3.595
C 1.445 0.375 -3.718
C 1.022 1.354 -4.817
C -0.328 1.100 -5.495
H -0.923 -2.310 -6.056
H 1.149 -1.384 -5.665
H -1.143 -2.915 -4.413
H -0.159 0.531 -6.412
H -2.015 1.113 -4.092
H -2.725 -1.134 -4.613
H -0.760 2.056 -5.836
H 1.047 2.382 -4.417
H 2.463 0.606 -3.421
H 1.807 1.333 -5.589
H 1.187 -2.782 -4.581
H 1.466 -1.689 -2.855
P -2.265 1.534 -1.029
P 1.940 2.312 -0.155
C -0.677 2.144 -1.965
C 0.486 2.959 -1.312
H -1.147 2.769 -2.756
H -0.301 1.307 -2.527
H 1.087 3.431 -2.100
H 0.029 3.731 -0.671
C 3.022 3.659 0.390
H 3.617 3.223 1.207
H 2.476 4.522 0.792
H 3.712 3.988 -0.410
C 3.304 1.506 -1.167
H 3.743 2.255 -1.837
H 3.049 0.618 -1.728
H 4.063 1.190 -0.447
C -3.742 2.083 -1.926
H -4.566 1.431 -1.636
H -3.587 2.017 -3.010
H -4.015 3.107 -1.646
C -2.382 -0.234 -1.599
H -2.782 -0.829 -0.765
H -1.465 -0.720 -1.952
H -3.109 -0.288 -2.415
C -1.169 1.195 3.723
C -1.619 1.201 2.261
C -2.588 2.360 2.002
C -0.432 1.323 1.390
H -0.581 2.113 3.940
H -0.535 0.336 3.934
H -2.025 1.176 4.402
H -2.161 0.248 2.077
H -2.043 3.305 2.090
H -2.999 2.289 0.978
H -3.419 2.351 2.709
H -0.432 2.101 0.627
H 0.550 1.089 1.812
*
```

Energy in Eh: -1972.63729
Energy relative to the best compared isomer or geometry (same formula, charge and spin) in kcal/mol: 201.1
Orbital gap (alpha / beta) in eV: 2.16 / 2.18

=====

Record 4
# C19H32ClO21

A 8-piece molecular cluster, C19H32ClO21 overall at a distorted geometry (ωB97M-V/def2-TZVPD, the OMol25 dataset).

Structure (ORCA input):
```
! RIJCOSX wB97M-V def2-TZVPD def2/J DEFGRID3
* xyz -1 1
Cl -15.360 1.149 -31.187
O -16.357 0.170 -31.565
O -14.993 1.978 -32.305
O -15.961 1.984 -30.158
O -14.217 0.455 -30.638
C -11.225 -0.834 -30.022
C -10.392 -1.241 -31.238
O -9.420 -0.214 -31.313
C -9.260 0.286 -30.051
O -8.348 0.963 -29.719
O -10.255 -0.130 -29.236
H -11.657 -1.714 -29.556
H -11.993 -0.103 -30.281
H -11.027 -1.299 -32.118
H -9.898 -2.191 -31.020
C -16.165 -2.754 -28.482
C -15.194 -1.584 -28.240
O -14.826 -1.735 -26.861
C -15.436 -2.808 -26.324
O -15.298 -3.176 -25.201
O -16.227 -3.425 -27.236
H -15.754 -3.402 -29.254
H -17.123 -2.364 -28.817
H -15.661 -0.617 -28.430
H -14.288 -1.588 -28.841
C -16.970 4.929 -31.507
C -16.099 5.879 -30.644
O -15.420 6.640 -31.606
C -16.227 6.709 -32.722
O -16.067 7.497 -33.589
O -17.182 5.766 -32.659
H -17.925 4.861 -30.989
H -16.537 3.962 -31.741
H -15.445 5.294 -30.005
H -16.774 6.466 -30.018
C -12.777 4.479 -29.631
C -11.979 3.229 -29.933
O -10.670 3.551 -29.457
C -10.591 4.893 -29.291
O -9.648 5.475 -28.868
O -11.755 5.484 -29.664
H -13.276 4.438 -28.661
H -13.491 4.723 -30.411
H -11.927 3.035 -31.007
H -12.371 2.314 -29.493
C -18.530 2.266 -28.520
C -18.035 1.629 -27.212
O -19.170 1.777 -26.334
C -20.104 2.561 -26.897
O -21.101 2.935 -26.367
O -19.762 2.877 -28.167
H -18.635 1.516 -29.301
H -17.832 3.014 -28.889
H -17.162 2.093 -26.767
H -17.931 0.552 -27.320
C -11.942 1.332 -33.528
C -11.040 0.660 -34.566
O -10.337 1.676 -35.274
H -12.812 1.729 -34.056
H -11.427 2.145 -33.016
H -12.325 0.664 -32.751
H -11.669 0.009 -35.187
H -10.310 -0.015 -34.120
H -10.969 2.386 -35.426
C -18.265 1.598 -34.769
C -17.066 0.767 -35.171
O -15.856 1.565 -35.172
H -18.070 2.662 -34.931
H -18.483 1.509 -33.703
H -19.144 1.396 -35.383
H -17.139 0.499 -36.226
H -16.928 -0.094 -34.521
H -15.508 1.516 -34.275
*
```

Energy in Eh: -2783.30021
Energy relative to the best compared isomer or geometry (same formula, charge and spin) in kcal/mol: 0.0
Orbital gap in eV: 10.03

=====

Record 5
# C31H63Br26I2OP

A 14-piece molecular cluster, C31H63Br26I2OP overall (ωB97M-V/def2-TZVPD, the OMol25 dataset).

Structure (ORCA input):
```
! RIJCOSX wB97M-V def2-TZVPD def2/J DEFGRID3
* xyz 0 1
C -1.582 -4.116 5.449
C -2.491 -5.216 4.858
C -2.012 -5.753 3.513
I -3.449 -7.170 2.770
P -1.654 -4.421 2.171
C -1.293 -3.047 0.817
C -0.237 -3.511 -0.099
O -0.382 -4.062 -1.137
I 1.782 -3.213 0.688
H -1.079 -4.462 6.351
H -0.799 -3.774 4.770
H -2.172 -3.240 5.721
H -2.505 -6.050 5.560
H -3.516 -4.859 4.776
H -1.097 -6.334 3.660
H -0.301 -4.362 2.576
H -2.124 -5.279 1.155
H -2.568 -3.533 2.777
H -0.945 -2.154 1.339
H -2.195 -2.847 0.237
Br 0.074 1.008 -1.088
C 1.660 0.244 -1.919
C 2.927 0.804 -1.333
Br 3.279 2.617 -1.940
H 1.569 0.438 -2.983
H 1.599 -0.828 -1.735
H 3.780 0.211 -1.657
H 2.899 0.837 -0.248
Br 4.026 5.928 -2.964
C 5.338 6.966 -1.971
C 6.683 6.298 -1.959
Br 6.736 4.762 -0.763
H 4.937 7.111 -0.972
H 5.410 7.921 -2.485
H 7.443 6.983 -1.587
H 6.960 5.942 -2.944
Br -3.840 -7.816 7.500
C -4.422 -9.247 6.320
C -3.600 -10.494 6.476
Br -1.858 -10.311 5.631
H -4.378 -8.846 5.312
H -5.458 -9.432 6.596
H -4.087 -11.325 5.969
H -3.421 -10.755 7.514
Br 7.717 6.537 -5.508
C 8.053 4.621 -5.594
C 7.687 4.051 -6.936
Br 5.762 3.909 -7.163
H 7.488 4.174 -4.779
H 9.118 4.503 -5.410
H 8.075 3.039 -7.030
H 8.056 4.661 -7.753
Br 8.805 9.120 -0.395
C 9.002 9.856 -2.185
C 8.144 11.074 -2.391
Br 6.269 10.604 -2.608
H 8.759 9.055 -2.878
H 10.054 10.113 -2.282
H 8.431 11.580 -3.311
H 8.197 11.769 -1.560
Br -3.243 -6.120 -1.311
C -4.702 -7.392 -1.166
C -4.665 -8.420 -2.264
Br -5.259 -7.692 -3.967
H -5.622 -6.816 -1.169
H -4.574 -7.869 -0.195
H -5.347 -9.237 -2.040
H -3.666 -8.813 -2.425
Br -7.892 -10.443 6.966
C -8.905 -8.816 6.622
C -9.053 -8.558 5.146
Br -7.407 -7.872 4.369
H -8.388 -8.009 7.132
H -9.876 -8.977 7.085
H -9.802 -7.788 4.973
H -9.319 -9.453 4.594
Br -3.178 2.614 -2.959
C -3.488 1.040 -4.057
C -2.346 0.061 -3.976
Br -0.799 0.667 -4.984
H -3.656 1.393 -5.070
H -4.399 0.586 -3.670
H -2.632 -0.891 -4.419
H -2.008 -0.095 -2.956
Br -5.811 -5.011 6.742
C -6.996 -3.616 6.084
C -6.966 -3.514 4.584
Br -5.352 -2.632 3.940
H -6.704 -2.692 6.571
H -7.988 -3.916 6.416
H -7.791 -2.900 4.229
H -7.000 -4.488 4.104
Br -10.317 -5.192 7.269
C -10.697 -4.257 8.934
C -11.089 -2.824 8.696
Br -9.564 -1.716 8.225
H -9.808 -4.350 9.550
H -11.519 -4.802 9.393
H -11.498 -2.391 9.606
H -11.808 -2.722 7.889
Br 12.907 9.211 -2.808
C 13.932 10.864 -2.781
C 13.488 11.779 -1.671
Br 11.789 12.633 -2.079
H 13.817 11.318 -3.759
H 14.967 10.566 -2.636
H 14.200 12.590 -1.539
H 13.354 11.254 -0.731
Br -6.786 5.134 -5.244
C -6.280 3.258 -5.220
C -7.452 2.359 -4.932
Br -7.958 2.405 -3.055
H -5.495 3.160 -4.477
H -5.880 3.050 -6.211
H -7.193 1.323 -5.139
H -8.334 2.633 -5.501
Br 8.701 6.961 -9.431
C 10.038 7.949 -8.427
C 11.370 7.247 -8.421
Br 11.385 5.718 -7.218
H 9.637 8.086 -7.427
H 10.123 8.913 -8.925
H 12.148 7.911 -8.053
H 11.642 6.874 -9.403
*
```

Energy in Eh: -69155.30044
Orbital gap in eV: 8.71

=====

Record 6
# C13H48N14O11

A 11-piece molecular cluster, C13H48N14O11 overall at a distorted geometry (ωB97M-V/def2-TZVPD, the OMol25 dataset).

Structure (ORCA input):
```
! RIJCOSX wB97M-V def2-TZVPD def2/J DEFGRID3
* xyz 0 1
N 0.092 -4.179 0.531
C 0.642 -3.740 1.588
N 1.619 -2.920 1.312
O 0.350 -4.012 2.732
H -0.423 -5.039 0.658
H 0.510 -3.917 -0.350
H 1.971 -2.518 2.169
H 1.802 -2.650 0.356
N 4.200 1.423 1.823
C 3.097 1.674 1.189
N 3.277 1.934 -0.072
O 1.966 1.794 1.712
H 5.096 1.495 1.362
H 4.152 1.357 2.829
H 2.432 1.994 -0.621
H 4.180 1.902 -0.525
N 4.145 -1.449 0.334
C 4.752 -2.510 -0.031
N 4.243 -3.176 -0.988
O 5.721 -2.851 0.591
H 3.254 -1.258 -0.101
H 4.529 -0.918 1.103
H 4.694 -4.004 -1.352
H 3.392 -2.879 -1.443
N -0.524 2.912 -3.326
C 0.655 3.176 -2.919
N 1.225 4.037 -3.745
O 1.110 2.704 -1.897
H -1.104 2.186 -2.929
H -0.795 3.505 -4.098
H 0.739 4.421 -4.543
H 2.113 4.453 -3.504
N -1.676 3.186 3.406
C -1.892 1.965 3.778
N -0.834 1.228 3.508
O -2.928 1.581 4.298
H -0.926 3.345 2.749
H -2.345 3.905 3.643
H 0.008 1.550 3.054
H -0.911 0.263 3.796
N 1.962 -2.985 -3.966
C 1.494 -2.365 -2.961
N 0.825 -1.346 -3.357
O 1.669 -2.682 -1.767
H 2.499 -3.803 -3.716
H 1.708 -2.728 -4.909
H 0.442 -0.741 -2.645
H 0.732 -1.192 -4.351
N -4.184 -0.846 -4.202
C -3.648 -0.220 -3.158
N -2.406 -0.695 -2.967
O -4.205 0.629 -2.469
H -3.591 -1.424 -4.779
H -5.163 -0.608 -4.275
H -1.757 -0.338 -2.281
H -2.038 -1.433 -3.551
C -2.623 -1.965 2.051
C -2.356 -1.895 3.551
C -2.685 -3.206 4.173
O -0.955 -1.639 3.651
H -3.677 -2.180 1.871
H -2.077 -2.769 1.558
H -2.470 -0.970 1.633
H -2.910 -1.076 4.010
H -2.032 -4.051 3.956
H -3.728 -3.482 4.018
H -2.532 -3.046 5.240
H -0.406 -2.344 3.300
C -0.177 4.757 0.288
O 0.224 3.903 1.349
H 0.647 5.222 -0.252
H -0.780 4.178 -0.412
H -0.876 5.498 0.676
H 0.757 3.153 1.076
C -2.951 2.512 0.204
O -2.681 2.454 -1.152
H -2.363 3.311 0.656
H -3.987 2.692 0.493
H -2.561 1.612 0.678
H -3.201 1.807 -1.635
C 0.043 -0.118 0.004
O -0.407 0.293 -1.335
H -0.237 -1.150 0.214
H 1.129 -0.210 0.041
H -0.221 0.460 0.890
H 0.143 1.058 -1.520
*
```

Energy in Eh: -2118.51250
Energy relative to the best compared isomer or geometry (same formula, charge and spin) in kcal/mol: 53.2
SMILES string: NC(N)=O.NC(N)=O.NC(N)=O.NC(N)=O.NC(N)=O.NC(N)=O.NC(N)=O.CC(C)O.CO.CO.CO
Orbital gap in eV: 7.74